Computed, not measured: an isolated molecule of C6H8FN in a non-equilibrium geometry, with ωB97M-V/def2-TZVPD.

Output
Kohn-Sham gap: 10.2 eV
spin multiplicity: 1
energy relative to the best compared isomer or geometry (same formula, charge and spin): 404.99 kJ/mol
LUMO: 0.92 eV
E_tot: -387.8840 hartree
E_HOMO: -9.30 eV

Each line ends with the Löwdin charge.
CARTESIAN COORDINATES (ANGSTROEM)
C -0.5433 -0.4092 0.0283  -0.5200
C 0.6017 -0.5727 1.1391  -0.0333
C 1.5923 -0.2419 -0.0021  -0.3007
C 0.5049 -0.7560 -1.0203  -0.0591
C -1.2059 0.8572 -0.0352  -0.0899
C -1.6822 2.0134 -0.0197  0.1075
H -1.3335 -2.4835 0.3698  0.1234
H -2.0830 -1.5316 -0.8473  0.0509
H 0.7976 0.2103 1.9220  0.1345
H 0.6212 -1.5198 1.6051  0.0946
H 2.4339 -0.8460 0.2393  0.1228
H 0.6565 -0.2633 -1.9633  0.1062
H 0.5545 -1.9431 -1.0500  0.1585
H -1.7535 3.0974 0.3991  0.0766
N -1.6332 -1.4686 0.0430  0.0287
F 1.7704 1.1350 -0.1685  -0.0007

***

Computed, not measured: an isolated molecule of C6H8FNO in a non-equilibrium geometry, with ωB97M-V/def2-TZVPD.

Output
Kohn-Sham gap: 9.6 eV
spin multiplicity: 1
energy relative to the best compared isomer or geometry (same formula, charge and spin): 82.77 kJ/mol
LUMO: 0.62 eV
E_tot: -463.2182 hartree
E_HOMO: -8.94 eV

Each line ends with the Löwdin charge.
CARTESIAN COORDINATES (ANGSTROEM)
C 2.1304 -0.9231 -0.2219  -0.0299
C 2.0159 0.4852 0.3011  -0.2892
C 1.0173 -1.6415 -0.3758  -0.1468
C 0.6102 0.7514 1.0216  -0.0221
C -0.4180 0.0492 0.2458  -0.3690
C -2.5285 0.5680 -0.8939  -0.0656
N -0.2226 -1.0656 -0.3335  0.1285
O -1.5973 0.7804 0.1899  -0.0833
F 2.1568 1.4803 -0.6661  -0.0259
H 3.1154 -1.2841 -0.3830  0.0909
H 2.8175 0.6952 0.9039  0.1041
H 1.2129 -2.6378 -0.8229  0.1174
H 0.6129 0.2845 2.1047  0.1690
H 0.3865 1.8762 1.1404  0.1494
H -2.1632 1.0940 -1.8032  0.0898
H -3.2578 1.2220 -0.5199  0.0635
H -2.7619 -0.4938 -1.3020  0.1194

***

Computed, not measured: a structure of composition C6H8IrLiO6 in a non-equilibrium geometry, with ωB97M-V/def2-TZVPD.

Output
Kohn-Sham gap (spin up / spin down): 7.8 / 7.8 eV
spin multiplicity: 6
energy relative to the best compared isomer or geometry (same formula, charge and spin): 0.00 kJ/mol
LUMO (spin up / spin down): -3.41 / -6.10 eV
E_tot: -796.2848 hartree
total charge: +1
E_HOMO (spin up / spin down): -11.23 / -13.92 eV

Each line ends with the Löwdin charge.
CARTESIAN COORDINATES (ANGSTROEM)
Ir 0.9298 -0.3459 0.8032  1.5239
O -0.9742 0.4461 1.0505  -0.2909
O -2.2157 -2.4755 -0.8876  0.0208
C -1.3164 -3.6126 -0.9727  -0.0660
C 0.0552 -2.9668 -0.9278  -0.1071
O -0.2728 -1.5773 -0.6403  -0.2959
C -1.5996 -1.3596 -0.6123  -0.1306
H -1.5144 -4.2513 -0.1056  0.1470
H -1.5288 -4.1401 -1.9061  0.1478
H 0.6127 -2.9434 -1.8686  0.1449
H 0.7088 -3.4169 -0.1750  0.1265
Li -2.2767 0.6654 -0.6806  0.7472
O -1.4919 2.3287 -0.0213  0.0206
O 0.0049 2.3456 1.6807  -0.0007
C 0.9703 3.2248 1.0926  -0.1159
C 2.0437 2.3562 0.4278  -0.2621
O 1.4428 1.2466 -0.1512  -0.3960
C -0.7806 1.7049 0.7858  -0.7713
H 0.4608 3.8449 0.3422  0.1369
H 1.3735 3.8560 1.8933  0.1474
H 2.7999 2.0894 1.1944  0.1296
H 2.5686 2.9810 -0.3213  0.1436

***

Computed, not measured: a structure of composition C6H8IrO6 in a non-equilibrium geometry, with ωB97M-V/def2-TZVPD.

Output
Kohn-Sham gap (spin up / spin down): 9.1 / 6.9 eV
spin multiplicity: 6
energy relative to the best compared isomer or geometry (same formula, charge and spin): 23.40 kJ/mol
LUMO (spin up / spin down): -8.20 / -12.81 eV
E_tot: -788.2391 hartree
total charge: +2
E_HOMO (spin up / spin down): -17.27 / -19.75 eV

Each line ends with the Löwdin charge.
CARTESIAN COORDINATES (ANGSTROEM)
O 2.3704 -0.0508 -0.1652  -0.2118
C 3.3339 -0.4911 0.7639  -0.6533
O 3.9870 -1.4799 0.5416  0.2813
O 3.3218 0.3424 1.7275  -0.0243
C 1.8047 -0.9220 -1.1533  -0.1557
H 2.5856 -1.0790 -1.9156  0.1705
H 1.5617 -1.8953 -0.7042  0.1604
C 0.5941 -0.2622 -1.7047  0.1030
H 0.7187 0.5515 -2.4218  0.1009
H -0.3299 -0.8403 -1.7345  0.0919
O -1.1750 0.4416 1.4552  0.1048
C -0.9300 1.2642 0.4646  -0.5046
C -2.4666 -0.1759 1.2799  -0.0146
O 0.2198 1.6317 0.1408  -0.1272
O -1.9128 1.3582 -0.3923  0.1544
C -3.0054 0.5077 0.0159  -0.0106
H -3.0637 0.0266 2.1736  0.1602
H -2.3146 -1.2534 1.1601  0.1571
H -3.8790 1.1391 0.2020  0.1609
H -3.2056 -0.1917 -0.8015  0.1580
Ir 1.7849 1.3785 1.0681  1.8988

***

Computed, not measured: a structure of composition C6H8KLiO6 in a non-equilibrium geometry, with ωB97M-V/def2-TZVPD.

Output
Kohn-Sham gap: 6.1 eV
spin multiplicity: 1
energy relative to the best compared isomer or geometry (same formula, charge and spin): 58.16 kJ/mol
LUMO: -1.43 eV
E_tot: -1292.3616 hartree
E_HOMO: -7.52 eV

Each line ends with the Löwdin charge.
CARTESIAN COORDINATES (ANGSTROEM)
K -4.6264 -1.2502 2.3803  0.9348
O 0.0090 -1.6206 0.9229  -0.1484
O 2.0897 -0.8420 1.2647  -0.0150
C 3.1137 -0.2477 0.4968  -0.1570
C 2.4960 -0.0845 -0.9008  -0.1559
O 1.1924 -0.6056 -0.7774  -0.0627
C 0.8447 -0.6743 0.6164  -0.6971
H 3.4090 0.7226 0.9241  0.1193
H 3.9860 -0.9136 0.4992  0.1184
H 3.0209 -0.6685 -1.6670  0.1187
H 2.4486 0.9732 -1.2035  0.1217
Li -1.4929 -1.8977 -0.0844  0.6905
O 0.7165 1.4005 1.8917  0.1215
O -0.9484 1.0746 0.5292  0.0135
C -1.4615 0.8413 -0.7939  -0.1583
C -2.9049 0.3897 -0.6425  -0.4224
O -3.0030 -0.8691 -0.0704  -0.4831
C 0.2231 0.7002 1.0383  -0.3834
H -1.4233 1.8073 -1.3171  0.1287
H -0.8193 0.1408 -1.3340  0.1146
H -3.4362 0.3876 -1.6146  0.1020
H -3.4336 1.2361 -0.1582  0.0997

***

Computed, not measured: a structure of composition C6H8LiO6Tb in a non-equilibrium geometry, with ωB97M-V/def2-TZVPD.

Output
Kohn-Sham gap (spin up / spin down): 6.6 / 7.0 eV
spin multiplicity: 7
energy relative to the best compared isomer or geometry (same formula, charge and spin): 0.00 kJ/mol
LUMO (spin up / spin down): -9.49 / -9.03 eV
E_tot: -1516.3276 hartree
total charge: +2
E_HOMO (spin up / spin down): -16.04 / -16.04 eV

Each line ends with the Löwdin charge.
CARTESIAN COORDINATES (ANGSTROEM)
O 0.0665 1.6293 2.0385  0.1113
C 0.5377 0.4115 1.8885  -0.7362
C -1.3374 1.8442 1.8321  -0.0776
O 1.7764 0.2245 1.9707  -0.0913
O -0.2613 -0.5555 1.6832  -0.1426
C -1.6026 2.0519 0.3589  -0.0659
H -1.5855 2.7595 2.3798  0.1663
H -1.9317 1.0075 2.2154  0.1458
H -0.9925 2.8803 -0.0219  0.1475
H -2.6635 2.2974 0.2325  0.1532
O -0.1914 -0.4053 -1.6682  -0.1165
C -0.2290 0.8409 -1.2144  -0.0643
C 1.0637 -0.9358 -2.1356  -0.1193
O -1.3773 0.9337 -0.6031  -0.0500
O 0.8946 -2.3323 -0.1860  -0.5105
C 1.1942 -2.3347 -1.5454  -0.2556
H 1.8623 -0.2707 -1.7829  0.1361
H 1.0502 -0.9574 -3.2323  0.1577
H 2.2163 -2.6924 -1.7582  0.1432
H 0.4980 -3.0136 -2.0698  0.1487
Li -0.8319 -1.4740 0.0349  0.7427
Tb 1.8442 -1.9089 1.5834  2.1775